Entry 1:
This record from the Open Molecules 2025 dataset describes a structure of composition C9H9Br27. The level of theory is ωB97M-V with the def2-TZVPD basis set.

Geometry (Å):
C1 -1.10453 6.08058 2.23999
Br1 -0.86709 6.70239 4.06709
Br2 -2.92261 6.29871 1.47340
Br3 -0.54258 4.24573 2.19548
H1 -0.42327 6.63213 1.56144
C2 -4.00386 0.70911 1.41320
Br4 -2.57275 -0.52473 0.94283
Br5 -3.45751 2.58201 1.12166
Br6 -4.54812 0.32021 3.25685
H2 -4.74058 0.50197 0.69117
C3 2.26457 0.76236 3.16401
Br7 3.05981 2.36917 2.49712
Br8 0.73855 1.15031 4.37731
Br9 3.43335 -0.53499 3.85115
H3 1.87981 0.38018 2.24644
C4 1.31380 4.10015 -4.52681
Br10 0.04614 4.92543 -5.66836
Br11 0.51751 3.49005 -2.91437
Br12 3.11830 5.01729 -4.31814
H4 1.73791 3.24585 -5.00892
C5 1.41366 -0.19628 -0.79177
Br13 0.96485 -1.85490 0.08288
Br14 3.30971 0.05542 -1.24669
Br15 0.64380 1.29023 0.09430
H5 1.05014 -0.10631 -1.80300
C6 -3.91881 1.75814 -3.66901
Br16 -3.02293 3.14647 -4.72163
Br17 -2.89194 1.32543 -2.19203
Br18 -4.28828 0.28857 -4.86867
H6 -4.86930 2.09990 -3.30474
C7 -1.70567 -3.90246 -2.37337
Br19 -1.25551 -2.11222 -2.86409
Br20 -2.38632 -4.94164 -3.90272
Br21 -2.72105 -4.05907 -0.72939
H7 -0.67987 -4.33068 -2.40347
C8 1.63719 -4.86345 5.69396
Br22 -0.14491 -5.45405 5.98035
Br23 2.14302 -5.00457 3.76620
Br24 2.92305 -5.82052 6.76470
H8 1.72792 -3.75720 5.86679
C9 3.82268 -4.37093 -1.18076
Br25 5.49518 -3.61220 -1.57238
Br26 3.80667 -5.86146 0.06728
Br27 2.67324 -4.65119 -2.68294
H9 3.34661 -3.51893 -0.67236

Values from the calculation:
HOMO-LUMO gap ... 9.56 eV
E_LUMO ... -0.0213 hartree
HOMO level ... -10.14 eV

Table of natural (NBO) atomic charges, one value per atom, all in e: number 1, C, carries -0.491; number 2, Br, carries 0.099; number 3, Br, carries 0.068; number 4, Br, carries 0.097; number 5, H, carries 0.234; number 6, C, carries -0.451; number 7, Br, carries 0.069; number 8, Br, carries 0.077; number 9, Br, carries 0.092; number 10, H, carries 0.207; number 11, C, carries -0.502; number 12, Br, carries 0.096; number 13, Br, carries 0.062; number 14, Br, carries 0.126; number 15, H, carries 0.206; number 16, C, carries -0.486; number 17, Br, carries 0.127; number 18, Br, carries 0.118; number 19, Br, carries 0.027; number 20, H, carries 0.215; number 21, C, carries -0.509; number 22, Br, carries 0.108; number 23, Br, carries 0.073; number 24, Br, carries 0.119; number 25, H, carries 0.229; number 26, C, carries -0.508; number 27, Br, carries 0.064; number 28, Br, carries 0.131; number 29, Br, carries 0.080; number 30, H, carries 0.224; number 31, C, carries -0.518; number 32, Br, carries 0.087; number 33, Br, carries 0.065; number 34, Br, carries 0.127; number 35, H, carries 0.241; number 36, C, carries -0.508; number 37, Br, carries 0.122; number 38, Br, carries 0.039; number 39, Br, carries 0.103; number 40, H, carries 0.243; number 41, C, carries -0.538; number 42, Br, carries 0.125; number 43, Br, carries 0.092; number 44, Br, carries 0.088; number 45, H, carries 0.232

Entry 2:
This record from the Open Molecules 2025 dataset describes a structure of composition C9H9BrNO5Ti. The level of theory is ωB97M-V with the def2-TZVPD basis set.

Geometry (Å):
Ti1 -0.91387 0.29264 0.26742
O1 0.34158 2.71598 3.17214
C1 0.20185 2.08328 2.10358
O2 -0.54216 1.06385 1.92213
C2 0.97508 2.54086 0.88752
O3 0.47028 1.75298 -0.21944
C3 0.11280 2.47653 -1.45078
C4 -1.35143 2.13123 -1.78977
O4 -2.07286 2.71906 -2.48491
O5 -1.65996 0.95437 -1.08201
H1 -0.14131 2.44936 3.98326
H2 2.04337 2.35179 1.03402
H3 0.85104 3.61452 0.72981
H4 0.75755 2.14779 -2.26692
H5 0.21328 3.55593 -1.34756
Br1 -2.61012 -1.47956 0.96648
C5 -1.02576 -2.36514 0.22763
C6 -0.88698 -3.71687 0.12702
C7 0.30156 -4.18188 -0.45211
C8 1.26281 -3.27547 -0.89063
C9 1.03773 -1.92272 -0.74634
N1 -0.10504 -1.46214 -0.18119
H6 -1.65943 -4.39264 0.47227
H7 0.45819 -5.24923 -0.55620
H8 2.18316 -3.61625 -1.34613
H9 1.75865 -1.18826 -1.07929

Values from the calculation:
HOMO-LUMO gap ... 7.55 eV
E_LUMO ... -0.5011 hartree
Charge ... +3
HOMO level ... -21.19 eV

Table of natural (NBO) atomic charges, one value per atom, all in e: number 1, Ti, carries 1.748; number 2, O, carries -0.505; number 3, C, carries 0.880; number 4, O, carries -0.634; number 5, C, carries -0.191; number 6, O, carries -0.529; number 7, C, carries -0.192; number 8, C, carries 0.739; number 9, O, carries -0.308; number 10, O, carries -0.579; number 11, H, carries 0.582; number 12, H, carries 0.302; number 13, H, carries 0.294; number 14, H, carries 0.285; number 15, H, carries 0.279; number 16, Br, carries 0.412; number 17, C, carries 0.184; number 18, C, carries -0.223; number 19, C, carries -0.005; number 20, C, carries -0.197; number 21, C, carries 0.102; number 22, N, carries -0.591; number 23, H, carries 0.303; number 24, H, carries 0.295; number 25, H, carries 0.298; number 26, H, carries 0.251

Entry 3:
This record from the Open Molecules 2025 dataset describes an isolated molecule of C9H9F. The level of theory is ωB97M-V with the def2-TZVPD basis set.

Geometry (Å):
C1 -3.02323 0.23976 0.65640
C2 -1.89281 0.39644 0.30316
C3 2.23829 0.68025 0.18250
C4 1.38765 1.76058 0.16652
C5 1.74373 -0.57692 -0.01887
C6 0.08972 1.76994 0.08178
C7 0.20876 -0.72332 0.13285
C8 -0.62065 0.51362 -0.27227
C9 -0.44048 -1.98307 -0.37344
F1 -0.84739 0.53173 -1.66852
H1 -3.93869 -0.11053 0.91297
H2 3.24178 0.87383 0.07113
H3 1.93729 2.74403 0.26374
H4 2.16891 -1.49075 -0.22286
H5 -0.54734 2.63573 0.01241
H6 0.09519 -0.61805 1.18037
H7 -0.16847 -2.07468 -1.52124
H8 -1.49668 -1.78310 -0.23102
H9 -0.13558 -2.78550 0.34439

Values from the calculation:
HOMO-LUMO gap ... 9.22 eV
E_LUMO ... 0.0139 hartree
Energy relative to the best compared isomer or geometry (same formula, charge and spin) ... 12.5 kcal per mole
HOMO level ... -8.84 eV

Table of natural (NBO) atomic charges, one value per atom, all in e: number 1, C, carries -0.174; number 2, C, carries -0.042; number 3, C, carries -0.256; number 4, C, carries -0.187; number 5, C, carries -0.091; number 6, C, carries -0.188; number 7, C, carries -0.272; number 8, C, carries 0.219; number 9, C, carries -0.619; number 10, F, carries -0.364; number 11, H, carries 0.222; number 12, H, carries 0.211; number 13, H, carries 0.212; number 14, H, carries 0.206; number 15, H, carries 0.220; number 16, H, carries 0.227; number 17, H, carries 0.226; number 18, H, carries 0.232; number 19, H, carries 0.218

Entry 4:
This record from the Open Molecules 2025 dataset describes a structure of composition C9H9F3I2O4RuSYb. The level of theory is ωB97M-V with the def2-TZVPD basis set.

Geometry (Å):
I1 4.24675 -1.85217 -2.32880
I2 4.17923 0.73542 -1.75963
Yb1 -0.15083 1.80747 0.50149
Ru1 -0.09447 -0.98347 0.04676
S1 1.29064 0.13543 -1.56015
C1 -1.44349 -1.55892 -1.05610
C2 -1.14114 -1.18203 1.55798
C3 0.85874 0.04583 -3.36167
C4 1.89011 0.62736 -4.30565
C5 -0.43898 0.88535 -3.48161
C6 0.62112 -1.40032 -3.75267
C7 -2.04667 1.71900 2.08986
C8 -2.37319 1.38110 -0.29807
O1 -1.72645 -1.43081 2.54286
O2 -2.29643 -2.03987 -1.69566
O3 -3.01172 1.58859 2.72102
O4 -3.51852 1.43639 -0.50243
H1 1.50420 0.57289 -5.33087
H2 2.80981 0.06279 -4.27224
H3 2.07880 1.68812 -4.10874
H4 -0.78911 0.91270 -4.53530
H5 -0.21853 1.92168 -3.16532
H6 -1.23240 0.46721 -2.85455
H7 0.27879 -1.42650 -4.80012
H8 -0.15223 -1.86126 -3.14453
H9 1.56611 -1.94576 -3.61329
F1 1.35966 0.97472 1.89592
C9 1.44486 -0.42956 1.42227
F2 2.70435 -0.46354 0.92958
F3 1.47730 -1.10094 2.60586

Values from the calculation:
HOMO-LUMO gap (spin up / spin down) ... 6.33 / 5.86 eV
E_LUMO (spin up / spin down) ... -0.5742 / -0.6616 hartree
Energy relative to the best compared isomer or geometry (same formula, charge and spin) ... 40.6 kcal per mole
Spin multiplicity ... 7
⟨S²⟩ ... 12.0204
Charge ... +4
HOMO level (spin up / spin down) ... -21.96 / -23.86 eV

Table of natural (NBO) atomic charges, one value per atom, all in e: number 1, I, carries 0.740; number 2, I, carries 0.676; number 3, Yb, carries 2.117; number 4, Ru, carries -0.059; number 5, S, carries -0.158; number 6, C, carries 0.547; number 7, C, carries 0.570; number 8, C, carries -0.087; number 9, C, carries -0.657; number 10, C, carries -0.629; number 11, C, carries -0.628; number 12, C, carries 0.379; number 13, C, carries 0.344; number 14, O, carries -0.283; number 15, O, carries -0.290; number 16, O, carries -0.198; number 17, O, carries -0.223; number 18, H, carries 0.307; number 19, H, carries 0.205; number 20, H, carries 0.239; number 21, H, carries 0.310; number 22, H, carries 0.212; number 23, H, carries 0.198; number 24, H, carries 0.301; number 25, H, carries 0.218; number 26, H, carries 0.203; number 27, F, carries -0.442; number 28, C, carries 0.688; number 29, F, carries -0.329; number 30, F, carries -0.271

Entry 5:
This record from the Open Molecules 2025 dataset describes a structure of composition C9H9F6N2O9S5Ta. The level of theory is ωB97M-V with the def2-TZVPD basis set.

Geometry (Å):
Ta1 0.64056 0.15851 -0.21424
O1 -0.44981 1.88924 -1.24011
C1 -0.42413 1.84371 -2.68512
C2 -0.80714 0.45471 -3.15068
N1 -0.12271 -0.59480 -2.34376
C3 1.03947 -1.20842 -3.00812
C4 1.71819 -2.04112 -1.93703
O2 2.27538 -3.07820 -2.11320
O3 1.58332 -1.46123 -0.72836
C5 -1.11483 -1.65398 -2.01754
C6 -2.03453 -1.13156 -0.92417
O4 -3.17718 -1.47773 -0.82225
O5 -1.43717 -0.21617 -0.18487
H1 -1.36363 1.80516 -0.91597
H2 0.58741 2.11535 -2.97129
H3 -1.10872 2.59434 -3.07726
H4 -0.58393 0.32340 -4.21119
H5 -1.88216 0.32112 -3.02419
H6 1.72862 -0.42984 -3.33851
H7 0.74855 -1.83550 -3.85197
H8 -0.60432 -2.53902 -1.63346
H9 -1.68054 -1.94573 -2.90280
S1 5.06180 1.63172 -0.16736
C7 3.49892 1.24056 -0.09217
S2 2.35999 1.47809 -1.42548
S3 2.63896 0.57317 1.25479
F1 1.40121 -2.57804 3.87539
C8 0.65990 -1.49251 4.01589
F2 -0.00150 -1.54652 5.16296
F3 1.43652 -0.41486 3.99852
S4 -0.55768 -1.41975 2.62997
O6 0.29682 -1.27865 1.43405
O7 -1.29629 -2.62563 2.71267
N2 -1.42833 -0.16038 2.92524
S5 -1.38217 1.24085 2.26808
O8 -0.20081 1.40093 1.37479
O9 -2.61627 1.72814 1.76308
C9 -0.92575 2.37644 3.64809
F4 0.24261 2.03171 4.16584
F5 -1.86322 2.31352 4.58280
F6 -0.85543 3.60894 3.16891

Values from the calculation:
HOMO-LUMO gap ... 7.03 eV
E_LUMO ... -0.0598 hartree
Energy relative to the best compared isomer or geometry (same formula, charge and spin) ... 4.8 kcal per mole
HOMO level ... -8.66 eV

Table of natural (NBO) atomic charges, one value per atom, all in e: number 1, Ta, carries 2.019; number 2, O, carries -0.700; number 3, C, carries -0.083; number 4, C, carries -0.261; number 5, N, carries -0.459; number 6, C, carries -0.348; number 7, C, carries 0.792; number 8, O, carries -0.510; number 9, O, carries -0.779; number 10, C, carries -0.355; number 11, C, carries 0.779; number 12, O, carries -0.547; number 13, O, carries -0.835; number 14, H, carries 0.531; number 15, H, carries 0.225; number 16, H, carries 0.218; number 17, H, carries 0.229; number 18, H, carries 0.223; number 19, H, carries 0.258; number 20, H, carries 0.228; number 21, H, carries 0.254; number 22, H, carries 0.232; number 23, S, carries 0.065; number 24, C, carries -0.501; number 25, S, carries -0.141; number 26, S, carries 0.005; number 27, F, carries -0.289; number 28, C, carries 0.747; number 29, F, carries -0.295; number 30, F, carries -0.299; number 31, S, carries 2.283; number 32, O, carries -0.943; number 33, O, carries -0.858; number 34, N, carries -1.208; number 35, S, carries 2.283; number 36, O, carries -0.963; number 37, O, carries -0.867; number 38, C, carries 0.753; number 39, F, carries -0.295; number 40, F, carries -0.294; number 41, F, carries -0.295

Which maximum force belongs to each record? In order, 2.06, 1.82, 5.13, 8.79, 0.67 eV Å⁻¹.
Which molar mass belongs to each record? In order, 2274.58, 338.94, 136.17, 798.15, 744.45 g mol⁻¹.